# C35H35Br2N3O7Sn

A structure of composition C35H35Br2N3O7Sn (the ωB97M-V functional and the def2-TZVPD basis, the Open Molecules 2025 dataset).

Structure (ORCA input):
```
! wB97M-V def2-TZVPD RIJCOSX def2/J DEFGRID3
* xyz 0 1
Sn -0.143 -0.039 0.298
Br -2.859 1.706 1.899
Br -2.642 -1.131 -1.118
O 0.563 -0.339 -2.567
O 2.780 2.835 2.135
O 0.965 3.028 0.862
O 0.185 -2.023 -0.290
O 3.968 0.241 2.185
O -0.303 -1.232 2.476
O 2.410 -1.279 -3.425
N 2.110 1.092 -0.837
N 1.743 -0.377 1.961
N -1.884 2.265 -0.615
C -0.055 -4.360 -0.707
C 4.005 0.697 -2.233
C 2.685 0.487 -1.870
C -1.765 2.939 -1.757
C 2.082 2.622 1.016
C -2.504 4.076 -2.058
C -0.573 -3.032 -0.677
C 0.902 -1.140 2.715
C 1.758 -6.117 -0.402
C -2.403 -7.123 -3.115
C -2.222 -5.224 -1.497
C 1.269 -2.669 4.821
C -2.316 4.796 -3.365
C -2.721 -3.936 -1.487
C -3.052 -6.441 -1.902
C 3.561 -2.615 5.615
C -2.743 2.699 0.276
C -0.889 -5.390 -1.109
C 1.400 -4.633 -0.298
C -3.546 3.812 0.097
C 2.987 -0.402 2.534
C 4.749 1.590 -1.474
C -3.107 -7.436 -0.735
C 2.253 -3.081 5.719
C 3.931 -1.725 4.607
C 1.761 -0.407 -2.646
C -1.903 -2.890 -1.091
C -3.412 4.501 -1.096
C -4.484 -6.057 -2.272
C 1.629 -4.204 1.157
C 4.157 2.214 -0.392
C 2.358 -3.864 -1.221
C 2.827 1.932 -0.108
C 2.952 -1.336 3.720
C 1.653 -1.793 3.831
H 1.435 -3.144 1.278
H 4.944 -1.355 4.517
H -3.009 5.631 -3.456
H 3.393 -4.059 -0.929
H 2.801 -6.247 -0.108
H -4.511 -5.389 -3.136
H -4.242 4.122 0.862
H 4.709 2.911 0.224
H 5.781 1.793 -1.726
H 1.998 -3.774 6.510
H -0.487 -6.393 -1.123
H 0.966 -4.755 1.828
H 1.735 -1.840 -3.843
H -2.325 -6.426 -3.951
H -1.044 2.540 -2.464
H 4.300 -2.949 6.332
H -1.302 5.190 -3.451
H 2.232 -4.191 -2.257
H 2.662 -4.409 1.451
H 1.650 -6.495 -1.421
H -4.996 -5.567 -1.442
H 4.428 0.177 -3.079
H -3.736 -3.717 -1.783
H -4.022 5.378 -1.279
H -3.724 -8.298 -0.999
H 3.439 2.109 2.236
H 0.249 -3.023 4.894
H 1.147 -6.730 0.263
H -1.400 -7.483 -2.881
H -2.113 -7.802 -0.474
H -2.481 4.126 -4.209
H -3.534 -6.965 0.152
H -5.048 -6.956 -2.528
H -3.002 -7.979 -3.436
H 2.179 -2.793 -1.164
*
```

As for the LUMO energy: -0.24 eV. Its HOMO energy is -7.54 eV. The HOMO-LUMO gap is 7.292 eV.



# H12NO4

A cluster of 5 separate species, H12NO4 in total in a non-equilibrium geometry (the ωB97M-V functional and the def2-TZVPD basis, the Open Molecules 2025 dataset).

Structure (ORCA input):
```
! wB97M-V def2-TZVPD RIJCOSX def2/J DEFGRID3
* xyz 1 1
O 2.245 -0.505 -0.442
O 1.387 -2.837 1.031
O -2.192 0.550 1.712
O -1.151 1.332 -2.666
N -0.026 1.271 0.131
H -0.524 1.463 -0.757
H -2.754 -0.231 1.660
H -2.110 1.374 -2.878
H -2.325 0.922 2.557
H -0.646 1.144 -3.515
H 1.066 -3.594 0.532
H 3.156 -0.254 -0.488
H -0.590 0.772 0.764
H 2.289 -1.398 0.061
H 0.320 2.157 0.541
H 0.835 0.751 -0.113
H 1.018 -2.918 1.870
*
```

As for the LUMO energy: -2.94 eV. Its HOMO energy is -15.19 eV. The HOMO-LUMO gap is 12.253 eV.



# C44H60NO22

A cluster of 10 separate species, C44H60NO22 in total in a non-equilibrium geometry (the ωB97M-V functional and the def2-TZVPD basis, the Open Molecules 2025 dataset).

Structure (ORCA input):
```
! wB97M-V def2-TZVPD RIJCOSX def2/J DEFGRID3
* xyz 1 1
O -1.135 2.065 -0.134
O 8.742 -2.470 -2.184
O -4.272 -1.535 -0.567
O 3.650 -0.806 1.859
O -6.633 -2.147 5.449
O -3.739 4.533 -6.813
O 2.402 0.721 -0.109
O -2.326 -2.915 3.319
O -2.307 -2.174 -4.074
O -1.789 3.874 -2.511
O 7.957 0.132 0.078
O -5.229 -0.649 7.394
O 5.321 -4.453 0.837
O -3.323 1.716 -7.322
O 6.781 1.765 -1.840
O 3.447 -2.987 -0.763
O 2.483 2.437 5.790
O 1.332 2.156 -2.144
O 6.889 -1.592 -3.833
O -1.533 1.181 -2.881
O -0.924 -2.124 5.513
O -1.621 0.485 3.113
N -0.545 -1.825 0.168
C -2.224 1.919 -3.855
C 7.241 -3.518 -0.713
C 2.226 2.567 -4.437
C 6.609 0.245 0.043
C -2.060 -1.415 0.191
C 4.715 -2.868 -0.976
C -4.622 -1.304 6.597
C 6.088 1.105 -1.036
C 1.684 4.470 -2.779
C -0.181 3.492 1.635
C 1.664 1.134 4.011
C 5.770 -0.385 1.069
C 0.117 -1.298 -1.119
C -2.244 3.331 -3.592
C -4.571 -2.070 -4.536
C 3.745 0.545 -0.064
C -3.130 -1.482 6.567
C 5.222 -2.218 -2.158
C -4.427 -2.493 4.221
C -3.214 -2.732 -4.578
C 1.578 2.958 -3.058
C -3.082 2.239 -6.208
C -3.853 1.022 2.537
C 1.943 1.374 5.440
C 0.201 -1.211 1.297
C -2.307 -1.930 5.403
C -1.315 3.018 0.707
C -3.098 3.688 -5.933
C -2.668 1.409 -5.212
C -2.973 -1.896 -1.000
C -5.297 -1.966 5.385
C -2.772 1.716 4.854
C -2.563 4.306 -4.618
C 5.724 -3.618 -0.251
C 6.540 -2.189 -2.678
C 4.652 1.307 -1.127
C -2.649 1.059 3.471
C 7.577 -2.696 -1.829
C 4.285 -0.240 1.126
C -3.161 -4.023 -5.305
C -0.312 -3.222 0.150
C -2.905 -2.512 4.231
C -2.682 3.624 0.761
C 1.492 0.301 6.420
H -0.383 -1.720 -1.939
H 2.682 4.944 -2.601
H 7.894 -1.221 -3.795
H 1.295 -1.426 1.541
H -6.937 -2.331 4.640
H -2.594 5.393 -4.469
H -4.794 -3.034 3.435
H 8.094 -4.035 -0.002
H 4.664 -1.512 -2.884
H 0.598 0.922 3.941
H 2.191 1.397 -0.731
H 4.152 1.575 -1.998
H -1.543 1.851 -2.109
H -2.441 0.246 -5.552
H 2.478 1.498 -4.490
H -4.873 -1.808 -1.378
H -4.632 -1.111 -3.961
H -2.046 -4.178 -5.335
H 2.992 3.047 -4.866
H 1.586 2.832 -5.163
H 0.781 3.017 1.340
H -3.644 0.558 1.641
H -3.656 -4.039 -6.134
H -4.622 0.300 3.024
H -2.524 -1.863 1.195
H -3.570 2.944 0.266
H 2.001 1.873 3.418
H -4.801 -1.900 -5.484
H 0.582 -3.534 -0.169
H 6.149 -4.829 1.375
H 1.127 5.042 -3.478
H -2.669 4.844 0.372
H -0.349 2.879 2.524
H 6.179 -1.170 1.919
H -0.040 4.386 1.526
H 2.286 0.351 3.679
H -3.640 5.480 -6.576
H 1.227 4.767 -2.016
H -0.982 -3.790 -0.438
H 1.169 -1.528 -1.161
H -1.708 1.699 5.314
H -2.076 -0.241 0.457
H -3.056 -2.922 -1.215
H -3.620 -4.917 -4.805
H 1.377 0.728 7.366
H -2.699 -1.144 7.428
H -0.357 -3.688 1.079
H 0.457 -0.067 6.404
H -2.769 3.564 1.878
H -0.347 -1.490 2.103
H -3.494 0.936 5.541
H 0.175 -0.247 1.148
H -2.805 -1.317 -1.856
H -3.144 2.627 4.778
H -5.277 -2.596 -3.980
H -0.620 -2.761 4.805
H 2.209 -0.510 6.358
H 8.142 0.606 -0.743
H 0.054 -0.313 -1.029
H -4.180 2.046 2.450
*
```

As for the LUMO energy: -4.31 eV. Its HOMO energy is -10.75 eV. The HOMO-LUMO gap is 6.433 eV.



# C13H26N2O2

The molecule C13H26N2O2 (the ωB97M-V functional and the def2-TZVPD basis, the Open Molecules 2025 dataset).

Structure (ORCA input):
```
! wB97M-V def2-TZVPD RIJCOSX def2/J DEFGRID3
* xyz 0 1
O -2.935 -0.341 -0.573
O -0.755 -0.222 -1.936
N 0.609 0.109 -0.156
N 1.790 0.144 -0.902
C 2.556 -1.088 -0.804
C -1.646 -1.197 1.290
C -2.039 2.417 -0.129
C 2.592 1.314 -0.596
C -1.796 -0.099 0.214
C -0.586 -0.084 -0.742
C 3.297 1.231 0.763
C -2.477 -3.322 0.165
C -2.213 3.768 0.554
C -1.277 -2.579 0.740
C 4.131 -0.047 0.837
C -1.928 1.285 0.890
C 3.250 -1.263 0.550
H -0.848 -3.172 1.552
H 1.879 -1.920 -1.009
H 4.595 -0.139 1.821
H -1.144 2.437 -0.756
H -2.165 -4.275 -0.256
H -1.362 3.987 1.196
H 3.338 1.397 -1.391
H -2.617 -0.373 -1.495
H 0.666 0.136 0.857
H 2.558 1.235 1.569
H 3.851 -2.173 0.536
H 2.502 -1.373 1.340
H 1.942 2.190 -0.645
H 3.304 -1.054 -1.601
H -2.600 -1.266 1.816
H 4.928 0.001 0.092
H -3.211 -3.513 0.944
H -0.892 -0.878 2.014
H -2.950 -2.732 -0.613
H -2.895 2.221 -0.776
H -0.512 -2.476 -0.033
H -1.074 1.462 1.549
H -2.296 4.560 -0.186
H -2.831 1.266 1.503
H 3.932 2.108 0.895
H -3.113 3.773 1.165
*
```

As for the LUMO energy: 0.66 eV. Its HOMO energy is -9.04 eV. Its structure (SMILES) is CCCC(O)(CCC)C(=O)NN1CCCCC1. The HOMO-LUMO gap is 9.694 eV.